(1)
{"formula": "C5H10O", "method": "wB97M-V/def2-TZVPD", "max_force_ev_per_a": 2.40, "gap_ev": 10.87, "e_homo_ev": -9.86, "de_lowest_kj_mol": 202.94, "species": ["C", "C", "C", "C", "C", "O", "H", "H", "H", "H", "H", "H", "H", "H", "H", "H"], "positions_angstrom": [[-1.7352, -0.1250, 0.9484], [-0.9790, 0.3841, -0.2648], [-0.0504, 1.5659, -0.1198], [0.5053, 0.2066, -0.4731], [1.5200, -0.7608, 0.1061], [2.1301, -1.3014, -1.1374], [-2.0007, -1.1836, 0.8457], [-1.1473, -0.0149, 1.8670], [-2.6729, 0.4305, 1.0907], [-1.5595, 0.3433, -1.1846], [-0.0354, 2.3129, -0.9121], [0.0436, 2.0007, 0.8768], [0.9326, -0.0069, -1.4690], [2.3467, -0.2680, 0.6334], [1.1111, -1.5717, 0.7171], [1.5909, -2.0117, -1.5245]], "atomic_forces_ev_per_a": [[0.1363, -0.0580, 0.0002], [-0.0395, -0.1176, -0.1596], [0.1318, 0.0060, -0.0485], [0.1840, -0.2573, -0.4612], [0.3381, -0.3239, -0.5029], [0.5110, -0.8297, 1.1998], [0.0756, 0.1254, 0.0032], [-0.0226, -0.0241, -0.1338], [0.2591, -0.0671, -0.0788], [0.0299, 0.0702, 0.1254], [0.0178, -0.1676, 0.1705], [0.1360, -0.3348, -0.1581], [-1.6531, 1.7064, -0.3256], [-0.2380, -0.2120, -0.1378], [0.0553, 0.1280, -0.0323], [0.0784, 0.3562, 0.5396]]}


(2)
{"formula": "C21H32Br2F3IN2O3PS", "method": "wB97M-V/def2-TZVPD", "max_force_ev_per_a": 4.61, "gap_ev": 7.74, "e_homo_ev": -11.01, "total_charge": 1, "species": ["C", "O", "C", "C", "C", "N", "C", "C", "S", "P", "O", "O", "C", "C", "C", "C", "N", "C", "C", "C", "C", "C", "C", "C", "I", "C", "C", "C", "F", "Br", "C", "F", "F", "Br", "H", "H", "H", "H", "H", "H", "H", "H", "H", "H", "H", "H", "H", "H", "H", "H", "H", "H", "H", "H", "H", "H", "H", "H", "H", "H", "H", "H", "H", "H", "H", "H"], "positions_angstrom": [[0.7911, 4.9344, 3.5571], [0.1058, 4.3614, 2.3849], [1.0188, 4.4986, 1.2700], [0.3286, 3.9164, -0.0588], [0.6982, 2.3323, -0.2518], [-0.3967, 1.5384, 0.3791], [0.1177, 1.1886, 1.7445], [0.3587, -0.4476, 1.6435], [-0.6359, -1.0204, 3.1251], [2.1297, -0.6033, 2.3226], [2.0861, -0.3990, 4.0509], [3.1638, 0.6455, 1.7664], [-0.0224, -0.9031, 0.1528], [1.3785, -0.9060, -0.7137], [2.1725, -2.3312, -0.5897], [3.7613, -2.0585, -0.8585], [4.5996, -3.1443, -0.2129], [-0.5147, -2.3939, -0.1583], [-0.5972, -3.5636, 0.8475], [-1.0835, -5.0164, 0.4784], [-1.5234, -5.3557, -0.9711], [-1.4168, -4.2155, -2.0176], [-0.9227, -2.7706, -1.6386], [-1.0194, 0.3319, -0.2652], [-3.0185, 0.3773, 0.7117], [-1.3311, 0.6429, -1.7979], [-2.6176, -0.0291, -2.4580], [-3.8617, 0.9362, -2.7531], [-3.9132, 2.1499, -2.0172], [-3.7585, 1.4780, -4.6958], [-5.2489, 0.0780, -2.6245], [-5.6890, -0.0658, -1.2808], [-5.1351, -1.2175, -3.2074], [-6.7312, 0.9913, -3.6291], [1.1364, 4.0937, 4.2622], [0.0065, 5.5867, 4.0801], [1.7009, 5.5696, 3.2756], [1.2195, 5.6229, 1.0648], [2.0556, 4.0174, 1.4693], [-0.7901, 4.1257, -0.1477], [0.8582, 4.4420, -0.9450], [1.7360, 2.2214, 0.2476], [0.8744, 2.1934, -1.3664], [-1.2335, 2.1392, 0.5711], [0.9250, 1.8207, 2.2410], [-0.7414, 1.2895, 2.5142], [-0.4758, -0.1022, 4.1723], [2.9686, -0.0531, 4.3434], [3.8624, 0.3065, 1.1637], [1.1680, -0.8216, -1.8510], [2.0589, -0.0259, -0.4614], [1.8575, -3.0822, -1.3851], [2.1334, -2.7508, 0.4843], [3.9591, -2.1415, -1.9807], [4.1106, -1.0419, -0.4652], [4.8451, -2.8466, 0.7543], [5.5275, -3.1925, -0.6837], [-0.2750, -3.4311, 1.9285], [-1.1328, -5.8667, 1.2456], [-1.9174, -6.3632, -1.3268], [-1.7052, -4.4363, -3.1103], [-0.8616, -2.0485, -2.5156], [-1.4594, 1.7942, -1.8795], [-0.4235, 0.4268, -2.4849], [-2.2828, -0.4015, -3.5044], [-2.9781, -1.0036, -1.9449]], "atomic_forces_ev_per_a": [[-0.5957, 0.0654, 0.8821], [2.3583, 0.5797, -0.1032], [-0.6056, 0.8094, -1.2174], [1.7886, -0.3777, -0.3368], [1.3349, 3.0888, -1.5148], [0.6037, 1.3126, 1.1119], [-2.0466, -1.9447, 2.2610], [0.2406, 3.9047, 2.4349], [-0.6172, -1.2734, 0.1624], [2.8887, -3.2329, 0.2797], [0.2409, 1.4887, -2.1431], [-1.3332, 0.2202, 0.3327], [0.9746, -0.5478, -0.4536], [0.0959, -0.5655, -1.0752], [1.8376, 1.0196, 0.5397], [-0.0287, -0.6833, -0.0755], [0.4375, 1.2160, 0.0066], [-2.4013, -3.7169, -1.1073], [-0.8528, -0.8379, -2.4862], [-0.1356, 2.1490, -3.1551], [1.4448, 4.2419, 0.8837], [0.9331, 0.9595, 3.0754], [-0.4658, -2.9775, 2.1120], [-0.0586, -1.2869, -0.9582], [0.6193, -0.5397, -0.0897], [0.3371, 0.9971, -0.7001], [0.2898, -0.9775, -0.7797], [-0.0677, -0.4146, -0.3700], [-0.0475, -2.4713, -0.9663], [0.4525, -0.1512, 1.1973], [-1.4743, -0.2423, 0.0792], [1.4252, 0.0876, -2.8020], [0.3351, 2.8211, 1.6385], [0.6704, -0.7531, 1.1433], [-0.5233, 1.2193, -1.0520], [1.3252, -0.9590, -0.6102], [-1.3888, -0.8650, 0.2664], [-0.3147, -1.6972, 0.4730], [-1.6700, 0.4843, -0.3109], [1.4908, -0.2464, 0.3321], [-0.9836, -0.7695, 1.4298], [-1.9995, -0.4896, -0.6310], [-0.7949, -0.4264, 1.4629], [0.9840, 0.0304, -0.5003], [-0.6993, -0.6935, -1.6549], [1.1381, 0.1562, -1.7391], [0.5001, -0.4230, -1.5235], [-0.9342, -0.3649, -0.4775], [-0.7789, -0.1176, 0.7199], [0.0148, 0.0773, 1.9260], [-0.9032, -1.2018, -0.1278], [0.0744, 1.0052, 1.3997], [-0.2447, 0.5265, -1.9043], [-0.2727, 0.4717, 1.5041], [-0.7051, -0.9940, -0.7469], [-0.4996, -0.4045, -0.8649], [-1.0592, 0.0268, 0.2920], [-0.4718, -0.0171, -1.6094], [0.2136, 1.7392, -1.0772], [0.7136, 1.5147, 0.8535], [0.5479, 0.5179, 1.9686], [0.0107, -0.9315, 1.5109], [0.0727, -1.8263, 0.1931], [-1.3913, 0.1593, 1.3840], [-0.6507, 0.6810, 1.7856], [0.6214, 1.8501, -0.4784]]}


(3)
{"formula": "C11H17Cl2NO2PtS", "method": "wB97M-V/def2-TZVPD", "max_force_ev_per_a": 6.16, "gap_ev": [4.58, 5.94], "spin_multiplicity": 5, "s_squared": 6.0351, "e_homo_ev": [0.34, -1.82], "total_charge": -2, "de_lowest_kj_mol": 0.00, "species": ["C", "C", "C", "C", "C", "C", "C", "C", "C", "C", "Pt", "Cl", "Cl", "O", "H", "H", "H", "H", "H", "H", "H", "H", "H", "H", "H", "H", "H", "H", "H", "H", "O", "H", "S", "C", "N"], "positions_angstrom": [[0.3122, -0.9987, -1.4485], [1.1811, 0.1169, -1.9296], [0.3958, 1.2460, -2.1358], [2.5785, 0.0046, -2.3231], [-0.9840, 0.8462, -2.1094], [-1.0548, -0.5202, -1.8391], [-2.2220, -1.3922, -1.9706], [0.7127, -2.3832, -1.7721], [0.8753, 2.5834, -2.5624], [-2.1288, 1.7374, -2.4060], [0.1407, -0.7252, 0.7155], [3.4742, 1.9939, -0.1010], [2.3006, -1.5005, 0.8291], [-1.6189, 0.2618, 0.7588], [2.9642, -0.9927, -2.1307], [3.1792, 0.7243, -1.6771], [2.7183, 0.2713, -3.3832], [1.8291, 2.7955, -2.0605], [0.1599, 3.3649, -2.2790], [1.0170, 2.6327, -3.6546], [-1.9396, 2.7593, -2.0504], [-3.0357, 1.3574, -1.9196], [-2.2961, 1.7804, -3.4923], [-3.1273, -0.8569, -1.6547], [-2.0548, -2.2615, -1.3268], [-2.3758, -1.7384, -3.0054], [1.7453, -2.5426, -1.4671], [0.6148, -2.5603, -2.8458], [0.0836, -3.0742, -1.2154], [-1.4492, 1.1610, 1.0748], [-1.0578, -2.3696, 0.7686], [-1.8497, -1.9139, 1.1062], [0.4474, 0.5408, 5.2584], [0.2976, 0.0106, 3.7786], [0.1670, -0.3584, 2.6496]], "atomic_forces_ev_per_a": [[-0.9691, 2.0049, -1.6796], [-0.5030, -2.0151, 0.6832], [-3.4305, 0.4869, -0.8137], [0.8200, 0.1768, 0.3595], [2.4836, 1.8216, -0.3915], [2.1268, -1.1008, 0.5788], [-0.4621, -0.3494, 0.2492], [0.0959, -0.7195, 0.0320], [0.3566, 0.3164, 0.2940], [-0.2658, 0.1075, 0.0582], [1.0723, 0.8017, -1.7726], [0.2795, 0.6859, 0.3178], [1.1776, -0.5820, 0.0669], [-0.8959, 0.7563, -0.6356], [0.0726, -0.0689, -0.1235], [-0.4269, -0.4983, -0.6000], [-0.0236, 0.0201, 0.1552], [-0.1054, 0.0545, -0.1467], [0.1082, -0.0771, -0.0956], [0.0003, 0.0011, 0.1683], [-0.0987, -0.2137, -0.0978], [0.0694, 0.1794, -0.1216], [-0.1666, 0.1089, 0.1304], [0.0660, -0.2225, -0.0281], [-0.2672, 0.0759, -0.0457], [0.0810, 0.0890, 0.0603], [-0.0854, -0.1705, -0.0531], [0.0270, -0.1918, -0.1586], [0.0091, -0.2241, -0.0346], [-0.0294, -0.2501, 0.1795], [-1.4573, -1.2319, 0.1533], [0.2097, -0.4382, -0.0965], [0.1789, 0.6543, 2.1419], [-0.5215, -1.4413, -4.7037], [0.4739, 1.4543, 5.9702]]}


(4)
{"formula": "C3H7NO2", "method": "wB97M-V/def2-TZVPD", "max_force_ev_per_a": 1.73, "gap_ev": [7.27, 8.47], "e_homo_ev": [-7.65, -7.99], "de_lowest_kj_mol": 498.94, "species": ["C", "C", "O", "C", "O", "N", "H", "H", "H", "H", "H", "H", "H"], "positions_angstrom": [[1.1233, -1.6357, 0.3781], [0.5732, 0.6256, -0.1068], [0.6992, 1.7404, -0.9120], [-0.7272, 0.0278, 0.0352], [-0.9857, -1.0611, 0.5640], [-1.7625, 0.6990, -0.6619], [1.2753, -1.4306, 1.4355], [1.9431, -1.4688, -0.2896], [0.5861, -2.5776, 0.2409], [1.3573, 0.6679, 0.6428], [-0.0800, 1.8004, -1.4944], [-2.1741, 1.4195, -0.0775], [-2.4754, 0.0149, -0.8984]], "atomic_forces_ev_per_a": [[1.1942, -1.2264, 0.2548], [-0.0018, 0.9030, 0.1211], [-0.0986, -0.7500, 0.0425], [-0.6672, -0.8351, 0.1639], [-0.7036, 1.1426, -0.0544], [-0.1818, 0.1726, -0.0906], [0.1305, 0.1735, -0.3085], [0.5143, -0.0147, -0.1028], [0.1262, 0.5456, -0.2715], [-0.4901, -0.2258, 0.0779], [0.1343, -0.2504, 0.1836], [0.0392, 0.2084, -0.2315], [0.0044, 0.1567, 0.2155]]}


(5)
{"formula": "C4H12S", "method": "wB97M-V/def2-TZVPD", "max_force_ev_per_a": 5.16, "gap_ev": 9.58, "e_homo_ev": -8.56, "de_lowest_kj_mol": 82.01, "species": ["C", "S", "C", "H", "H", "H", "H", "H", "H", "C", "C", "H", "H", "H", "H", "H", "H"], "positions_angstrom": [[1.9214, -0.3290, -1.0179], [0.3707, 0.6065, -1.1289], [-0.0941, -0.0080, -2.8232], [2.3374, -0.1166, -0.0898], [1.7309, -1.4240, -1.1221], [2.5761, -0.0034, -1.8800], [0.5707, 0.1399, -3.6218], [-0.9216, 0.5469, -3.1538], [-0.2648, -1.0685, -2.7871], [-1.1736, 1.0048, 2.4307], [-0.9771, -0.5367, 1.9663], [-0.9742, 1.0156, 3.5495], [-0.3066, 1.5805, 1.8857], [-2.1094, 1.3335, 2.1673], [0.1419, -0.7492, 2.0574], [-1.2467, -0.8126, 0.9543], [-1.5808, -1.1797, 2.6135]], "atomic_forces_ev_per_a": [[-0.6215, -0.5956, -2.7368], [0.1436, -0.5275, -1.5152], [0.1780, -0.0874, 1.6922], [0.9921, 0.3222, 1.5592], [0.1185, 0.7991, 0.1861], [-0.4670, -0.3624, 1.1623], [1.8089, 0.4914, -0.5871], [-1.6257, 0.4252, -0.0211], [-0.4898, -0.4164, 0.1689], [4.6099, -2.3097, -0.2288], [1.1057, 1.0912, 1.0979], [-0.4131, 0.2802, -1.4282], [-1.9429, -0.6624, 1.1276], [-2.1062, 1.1081, -0.4441], [-1.5591, -0.0961, 0.1151], [-0.1269, 0.5958, -0.2833], [0.3955, -0.0556, 0.1352]]}


(6)
{"formula": "C9H9ClLiN2O5S2", "method": "wB97M-V/def2-TZVPD", "max_force_ev_per_a": 0.85, "gap_ev": 7.12, "e_homo_ev": -4.33, "total_charge": -1, "de_lowest_kj_mol": 11.42, "species": ["Li", "S", "C", "C", "C", "C", "C", "C", "S", "H", "H", "H", "H", "C", "C", "C", "N", "H", "H", "H", "H", "H", "O", "N", "O", "Cl", "O", "O", "O"], "positions_angstrom": [[0.6885, -1.9153, -0.1479], [3.7037, -1.0006, 1.7059], [2.8134, 0.4429, 1.2336], [3.1653, 1.3379, 0.2364], [2.3603, 2.4479, 0.0008], [1.2030, 2.6431, 0.7419], [0.8331, 1.7291, 1.7221], [1.6432, 0.6337, 1.9735], [1.3687, -0.6344, 3.1659], [4.0476, 1.1634, -0.3663], [2.6224, 3.1395, -0.7893], [0.5652, 3.4919, 0.5291], [-0.0887, 1.8602, 2.2758], [-4.1262, -0.4066, 0.0423], [-3.2598, -1.0078, -1.0699], [-2.1890, -1.8419, -0.5388], [-1.3005, -2.4747, -0.1891], [-4.9150, 0.2061, -0.3921], [-3.5209, 0.2179, 0.6977], [-4.5854, -1.1891, 0.6457], [-2.7724, -0.2319, -1.6621], [-3.8559, -1.6126, -1.7535], [1.6024, -2.4478, 1.3300], [2.3092, -1.9064, 2.3396], [0.1674, -0.0119, -1.0126], [0.3381, -0.5211, -2.3607], [1.1190, 0.3947, -3.1396], [-0.9590, -0.7126, -2.9693], [1.0223, -1.7935, -2.2491]], "atomic_forces_ev_per_a": [[0.2774, -0.0271, 0.1998], [-0.0773, 0.1116, 0.0468], [0.0996, -0.1394, 0.0253], [-0.0855, 0.1505, -0.0526], [0.0758, -0.0980, 0.0311], [-0.0002, -0.0262, 0.0407], [-0.0221, 0.0875, -0.0528], [-0.0104, -0.1143, 0.0931], [0.0931, 0.0712, -0.1122], [-0.0025, -0.0072, 0.0031], [-0.0086, 0.0019, -0.0066], [-0.0109, 0.0008, 0.0164], [0.0002, 0.0022, -0.0018], [0.0653, -0.0855, -0.0564], [-0.1843, 0.1957, 0.2680], [0.0396, -0.0464, -0.2984], [-0.2182, -0.1455, 0.1776], [0.0000, 0.0095, -0.0004], [-0.0084, 0.0088, 0.0026], [-0.0236, 0.0183, 0.0112], [0.0046, -0.0766, 0.0182], [0.0215, -0.0298, -0.0169], [-0.0752, -0.0049, -0.0346], [-0.0386, 0.0232, -0.1230], [-0.0876, 0.0033, 0.2585], [0.1189, 0.5580, -0.6234], [-0.1375, -0.1430, 0.0751], [0.1696, 0.0104, -0.0397], [0.0251, -0.3091, 0.1513]]}